Entry 1:
# C16H27NO3

The molecule C16H27NO3 (the ωB97M-V functional and the def2-TZVPD basis, OMol25).

Output
SMILES string = CCCC[C@H](CC)CNC(=O)[C@H]1CC=CC[C@@H]1C(=O)O
total energy = -906.38996 Ha
frontier orbital gap = 10.08 eV
relative energy (zero: lowest compared OMol25 entry of this formula, charge and spin) = 0.369 eV

CARTESIAN COORDINATES (ANGSTROEM)
C: 6.057 0.541 0.515
C: 5.531 -0.687 -0.218
C: 4.112 -0.502 -0.758
C: 3.055 -0.460 0.346
H: 3.285 0.339 1.049
H: 3.105 -1.401 0.900
C: 1.629 -0.256 -0.197
H: 1.624 -0.478 -1.271
C: 1.126 1.179 0.003
C: 1.944 2.223 -0.746
H: 1.980 1.991 -1.809
H: 2.961 2.275 -0.366
H: 1.486 3.201 -0.627
H: 0.091 1.246 -0.340
H: 1.128 1.410 1.070
C: 0.673 -1.243 0.493
N: -0.671 -1.169 -0.034
C: -1.694 -0.632 0.647
O: -1.596 -0.266 1.811
C: -3.011 -0.570 -0.112
H: -2.828 -0.420 -1.181
C: -3.902 0.574 0.404
C: -5.205 0.615 -0.394
C: -5.791 -0.740 -0.621
C: -5.139 -1.868 -0.399
C: -3.728 -1.912 0.101
H: -3.180 -2.710 -0.407
H: -3.730 -2.153 1.170
H: -5.611 -2.826 -0.565
H: -6.805 -0.756 -0.994
H: -5.931 1.244 0.128
H: -5.011 1.098 -1.357
C: -3.173 1.914 0.265
O: -3.344 2.654 -0.666
O: -2.328 2.219 1.246
H: -2.132 1.442 1.817
H: -4.109 0.392 1.464
H: -0.794 -1.401 -1.007
H: 1.041 -2.267 0.369
H: 0.604 -1.013 1.558
H: 3.882 -1.335 -1.429
H: 4.072 0.415 -1.346
H: 5.553 -1.549 0.454
H: 6.196 -0.906 -1.057
H: 5.473 0.747 1.408
H: 6.017 1.415 -0.132
H: 7.090 0.387 0.816

Results of the Löwdin charge analysis, in e, for atoms 1 through 2: -0.112, -0.267

***

Entry 2:
# C16H27NO6P

A cluster of 3 separate species, C16H27NO6P in total in a non-equilibrium geometry (the ωB97M-V functional and the def2-TZVPD basis, OMol25).

Output
total energy = -1472.99866 Ha
frontier orbital gap = 6.72 eV
total charge = +1

CARTESIAN COORDINATES (ANGSTROEM)
O: 0.818 5.760 0.633
N: 1.125 4.641 0.542
O: 0.317 3.801 1.368
P: -1.311 4.030 1.022
C: -2.436 2.840 1.900
C: -1.707 1.778 2.812
C: -0.764 2.380 3.894
C: 0.093 1.444 4.644
C: 1.013 1.893 5.702
C: 1.095 3.314 6.019
C: 0.241 4.276 5.303
C: -0.669 3.788 4.263
H: -1.493 4.075 -0.384
H: -1.628 5.333 1.522
H: -2.968 2.253 1.092
H: -3.245 3.394 2.456
H: -1.167 0.998 2.205
H: -2.523 1.231 3.371
H: 0.031 0.362 4.383
H: 1.619 1.119 6.231
H: 1.810 3.674 6.799
H: 0.305 5.366 5.549
H: -1.289 4.551 3.730
O: 1.092 -3.596 0.320
C: 1.305 -2.439 0.075
O: 2.165 -1.737 0.847
C: 2.640 -0.428 0.525
C: 1.679 0.634 1.019
C: 0.556 -1.725 -1.021
H: 2.853 -0.338 -0.542
H: 3.595 -0.317 1.039
H: 0.704 0.547 0.532
H: 2.076 1.632 0.824
H: 1.511 0.524 2.092
H: -0.395 -1.362 -0.630
H: 0.368 -2.431 -1.824
H: 1.112 -0.902 -1.466
O: -0.844 -2.279 -3.594
C: -0.812 -3.259 -4.300
O: 0.325 -3.587 -4.931
C: 0.533 -4.827 -5.624
C: 0.033 -4.747 -7.052
C: -2.055 -4.067 -4.563
H: 0.096 -5.662 -5.072
H: 1.611 -4.993 -5.629
H: -1.043 -4.571 -7.090
H: 0.251 -5.673 -7.586
H: 0.511 -3.917 -7.575
H: -2.610 -3.617 -5.386
H: -2.669 -4.052 -3.663
H: -1.858 -5.115 -4.780

Results of the Löwdin charge analysis, in e, for atoms 1 through 2: 0.100, -0.003

***

Entry 3:
# C16H27OPSn

A structure of composition C16H27OPSn in a non-equilibrium geometry (the ωB97M-V functional and the def2-TZVPD basis, OMol25).

Output
total energy = -1255.71090 Ha
frontier orbital gap = 1.61 eV
total charge = +2

CARTESIAN COORDINATES (ANGSTROEM)
C: 0.737 3.525 1.813
C: 1.361 2.281 1.035
C: 2.086 2.492 -0.328
C: 2.745 1.284 -1.100
C: 2.716 -0.185 -0.539
C: 3.410 -1.316 -1.415
C: 4.002 -2.562 -0.595
C: 4.674 -0.686 -2.246
C: 1.965 -0.376 0.810
O: 1.867 -1.662 1.399
C: 0.553 -1.926 1.951
P: -0.850 -1.811 0.657
C: -2.348 -0.992 1.537
C: -3.670 -0.971 0.583
C: -3.938 0.492 -0.054
C: -2.614 1.102 -0.726
C: -5.021 0.246 -1.260
C: 1.296 0.829 1.579
H: -0.381 3.554 1.582
H: 1.256 4.517 1.579
H: 0.830 3.317 2.943
H: 2.133 3.566 -0.741
H: 3.230 1.565 -2.095
H: 2.713 -1.743 -2.236
H: 4.407 -2.203 0.413
H: 4.795 -3.164 -1.174
H: 3.123 -3.271 -0.337
H: 4.336 -0.005 -3.095
H: 5.377 -1.528 -2.570
H: 5.221 -0.011 -1.480
H: 0.566 -3.032 2.288
H: 0.303 -1.326 2.898
H: -0.426 -0.977 -0.429
H: -2.613 -1.524 2.524
H: -2.059 0.089 1.773
H: -4.553 -1.185 1.298
H: -3.622 -1.754 -0.253
H: -4.460 1.215 0.669
H: -1.873 1.435 0.074
H: -2.173 0.280 -1.403
H: -2.848 2.019 -1.369
H: -5.758 -0.583 -0.906
H: -4.453 -0.100 -2.198
H: -5.629 1.197 -1.486
H: 0.765 0.705 2.595
Sn: -7.179 -0.816 -1.967

Results of the Löwdin charge analysis, in e, for atoms 1 through 2: -0.077, -0.200

***

Entry 4:
# C16H28AsF12N7O5Se2W

A structure of composition C16H28AsF12N7O5Se2W (the ωB97M-V functional and the def2-TZVPD basis, OMol25).

Output
<S²> = 0.755
multiplicity = 2
total energy = -9689.93299 Ha
frontier orbital gap (spin up / spin down) = 6.94 / 6.91 eV
relative energy (zero: lowest compared OMol25 entry of this formula, charge and spin) = 2.054 eV
total charge = +1

CARTESIAN COORDINATES (ANGSTROEM)
W: 0.123 0.783 -0.465
N: -1.801 -1.146 1.829
N: -0.805 -1.365 2.774
C: 0.454 -0.987 2.522
N: 1.403 -1.425 3.368
N: 0.740 -0.213 1.486
N: 2.113 -0.196 1.188
O: 2.931 0.495 1.801
O: 2.103 -0.086 -0.226
H: -2.672 -0.940 2.291
H: -1.889 -1.930 1.193
H: -0.963 -1.989 3.551
H: 1.231 -2.229 3.945
H: 2.355 -1.122 3.252
O: -1.397 -0.652 -3.166
C: -0.883 -0.789 -4.463
C: -0.204 0.540 -4.805
C: -0.158 0.665 -6.340
O: 0.538 1.838 -6.725
C: 1.262 0.577 -4.322
Se: 1.596 1.487 -2.623
C: -1.048 1.694 -4.248
Se: -0.536 2.350 -2.457
H: -1.320 -1.455 -2.642
H: -1.693 -0.986 -5.177
H: -0.161 -1.605 -4.544
H: -1.177 0.655 -6.734
H: 0.361 -0.211 -6.742
H: 0.006 2.351 -7.338
H: 1.876 1.147 -5.015
H: 1.676 -0.422 -4.200
H: -2.100 1.425 -4.178
H: -0.926 2.590 -4.854
F: -0.781 -0.901 -0.766
As: 2.931 -1.661 -1.129
F: 2.102 -2.637 0.017
F: 4.234 -1.441 -0.044
F: 3.641 -2.961 -1.949
F: 3.608 -0.465 -2.195
F: 1.523 -1.661 -2.140
N: 1.277 2.445 0.143
C: 2.174 3.107 0.477
N: 3.164 3.851 0.837
C: 3.839 4.724 -0.146
C: 5.195 4.138 -0.510
C: 6.026 3.875 0.744
C: 5.277 2.968 1.719
C: 3.920 3.554 2.075
H: 3.949 5.706 0.321
H: 3.187 4.829 -1.012
H: 5.709 4.830 -1.179
H: 5.044 3.204 -1.060
H: 6.257 4.827 1.233
H: 6.979 3.422 0.471
H: 5.850 2.830 2.637
H: 5.127 1.979 1.278
H: 4.026 4.499 2.614
H: 3.325 2.872 2.678
C: -2.452 3.669 0.320
C: -2.552 2.176 0.623
O: -1.329 1.559 0.407
C: -2.939 1.999 2.131
F: -3.613 3.061 2.582
F: -1.839 1.868 2.874
F: -3.722 0.931 2.359
C: -3.618 1.521 -0.281
F: -3.633 0.196 -0.187
F: -3.375 1.825 -1.573
F: -4.833 1.991 0.019
H: -1.703 4.109 0.977
H: -3.404 4.168 0.480
H: -2.145 3.816 -0.711

Results of the Löwdin charge analysis, in e, for atoms 1 through 2: 1.394, 0.060

***

Entry 5:
# C16H28Br2Fe2O12

A structure of composition C16H28Br2Fe2O12 in a non-equilibrium geometry (the ωB97M-V functional and the def2-TZVPD basis, OMol25).

Output
<S²> = 20.022
multiplicity = 9
total energy = -9204.73623 Ha
frontier orbital gap (spin up / spin down) = 7.81 / 8.04 eV

CARTESIAN COORDINATES (ANGSTROEM)
Fe: -2.412 7.898 -3.629
Fe: -3.190 8.011 -0.596
C: -3.669 9.858 -2.362
O: -4.422 9.485 -1.382
O: -2.516 9.340 -2.100
O: -3.867 9.425 -3.569
C: -1.895 6.031 -1.806
O: -1.210 6.409 -2.851
O: -1.787 6.368 -0.582
O: -3.060 6.508 -2.144
O: 2.070 11.166 -0.406
C: 1.751 12.263 -0.800
O: 0.540 12.799 -0.862
C: -0.586 11.981 -0.606
C: -0.847 12.048 0.911
C: 2.792 13.174 -1.387
H: -0.420 10.937 -0.881
H: -1.435 12.293 -1.214
H: -1.018 13.018 1.371
H: 0.008 11.587 1.405
H: -1.723 11.416 1.084
H: 2.722 13.164 -2.475
H: 3.820 12.951 -1.117
H: 2.606 14.196 -1.047
O: -1.125 8.875 -5.058
C: -0.519 9.611 -5.803
O: -0.149 10.854 -5.506
C: -0.856 11.537 -4.473
C: -0.225 12.913 -4.307
C: 0.031 9.120 -7.114
H: -0.874 10.968 -3.541
H: -1.896 11.661 -4.783
H: -0.044 13.315 -5.306
H: 0.767 12.933 -3.856
H: -0.907 13.546 -3.743
H: -0.558 8.254 -7.410
H: 1.040 8.760 -6.913
H: -0.101 9.894 -7.865
O: -5.053 7.187 0.143
C: -6.234 7.472 0.039
O: -6.821 8.496 0.595
C: -6.165 9.397 1.470
C: -6.066 8.918 2.903
C: -7.207 6.503 -0.642
H: -6.753 10.314 1.386
H: -5.189 9.750 1.125
H: -5.253 8.202 3.014
H: -7.018 8.517 3.245
H: -5.828 9.820 3.468
H: -6.559 5.893 -1.269
H: -8.015 6.979 -1.188
H: -7.533 5.908 0.212
Br: -8.261 9.908 -5.046
C: -7.130 9.553 -3.511
C: -7.430 10.396 -2.268
Br: -9.180 10.037 -1.516
H: -6.064 9.691 -3.711
H: -7.101 8.499 -3.232
H: -7.307 11.472 -2.362
H: -6.681 10.134 -1.520

Results of the Löwdin charge analysis, in e, for atoms 1 through 2: 0.993, 1.009

***

Question: What is the total energy in the first record?
Answer: -906.38996 Ha